Entry 1:
Density functional theory data (wB97M-V/def2-TZVPD) for a 6-piece molecular cluster, C56H61Br2F2N4O17 overall in a non-equilibrium geometry.

Last column: Mulliken charge in e.
Geometry (Å):
C 0.013 4.756 3.423  -1.499
C 0.025 5.442 2.059  -0.428
C -0.174 4.440 0.944  0.021
O 0.104 5.062 -0.304  -0.472
C -0.553 4.617 -1.504  -0.347
C -2.025 4.974 -1.394  -1.573
C -2.260 6.405 -0.903  -1.701
O -2.858 6.318 0.395  -0.400
C -3.076 7.535 0.965  0.142
O -4.104 7.825 1.490  -0.464
C -0.296 3.095 -1.758  -0.487
C -1.197 2.037 -1.088  0.365
C -1.627 0.929 -2.079  -1.944
C -0.701 1.355 0.225  -1.100
C -1.716 1.381 1.389  -0.772
C -2.127 -0.028 1.820  -1.608
N 1.211 2.863 -1.601  1.251
C 1.685 1.446 -1.706  -1.279
O 2.267 1.003 -0.760  -0.513
N 1.529 0.809 -2.891  0.621
C 1.811 -0.592 -2.883  0.386
O 2.573 -1.098 -3.609  -0.413
F 1.082 -1.261 -2.016  -0.121
C 2.152 3.816 -2.395  3.860
C 2.096 3.563 -3.893  -1.750
O 1.163 2.982 -4.408  -0.620
N 3.016 4.262 -4.657  0.143
C 3.022 3.907 -6.037  0.419
O 2.704 4.625 -6.903  -0.443
F 3.426 2.671 -6.253  -0.112
C 3.502 3.744 -1.688  -1.222
Br 3.643 4.765 -0.077  -0.036
C 4.569 2.971 -1.943  0.516
C 5.841 2.959 -1.151  -1.680
Br 4.579 1.686 -3.330  -0.007
C 1.562 5.294 -2.362  -2.351
N 0.156 5.334 -2.528  1.315
C -0.410 5.767 -3.814  0.313
C -0.951 7.213 -3.750  -1.948
C -1.331 4.753 -4.542  0.209
C -2.496 5.369 -5.320  -1.639
H 0.204 5.505 4.188  0.471
H 0.796 4.004 3.483  0.358
H -0.964 4.332 3.645  0.321
H 0.988 5.926 1.897  0.288
H -0.758 6.197 2.040  0.214
H -1.158 3.980 1.014  0.177
H 0.562 3.645 1.129  0.285
H -2.517 4.358 -0.648  0.835
H -2.595 4.837 -2.306  1.070
H -2.964 6.906 -1.566  0.508
H -1.348 7.000 -0.895  0.613
H -2.204 8.203 0.933  0.413
H -0.497 2.985 -2.818  0.600
H -2.149 2.490 -0.839  0.766
H -0.945 0.089 -2.089  0.479
H -2.603 0.550 -1.790  0.499
H -1.729 1.317 -3.095  0.200
H -0.527 0.303 0.003  0.690
H 0.263 1.719 0.562  0.484
H -1.238 1.847 2.251  0.188
H -2.593 1.979 1.140  0.430
H -2.739 -0.503 1.054  0.330
H -1.229 -0.612 1.992  0.282
H -2.680 0.019 2.754  0.501
H 1.414 3.098 -0.620  0.746
H 0.763 1.102 -3.488  0.325
H 3.933 4.334 -4.227  0.489
H 6.269 3.956 -1.089  0.398
H 5.631 2.568 -0.157  0.382
H 6.569 2.303 -1.613  0.492
H 2.026 5.829 -3.186  0.626
H 1.902 5.805 -1.476  0.722
H 0.432 5.865 -4.499  0.520
H -0.351 7.744 -3.014  0.396
H -2.000 7.279 -3.490  0.382
H -0.781 7.716 -4.698  0.500
H -1.753 3.997 -3.884  -0.167
H -0.735 4.203 -5.268  0.418
H -2.138 6.157 -5.980  0.389
H -2.960 4.621 -5.955  0.451
H -3.232 5.808 -4.651  0.286
C 7.353 -0.166 -9.546  -0.383
C 6.427 -0.093 -10.498  -0.396
C 5.058 0.405 -10.207  0.209
O 4.212 0.472 -11.069  -0.521
C 4.764 0.820 -8.810  -0.265
C 5.690 0.744 -7.860  -0.239
C 7.059 0.248 -8.151  0.300
O 7.898 0.186 -7.279  -0.539
H 8.356 -0.525 -9.735  0.416
H 6.620 -0.389 -11.521  0.419
H 3.762 1.181 -8.619  0.468
H 5.498 1.039 -6.836  0.510
C -0.544 -5.011 1.255  -0.543
C -0.447 -3.754 1.678  -0.374
C -0.537 -3.417 3.123  0.372
O -0.450 -2.264 3.499  -0.551
C -0.733 -4.533 4.075  -0.025
C -0.826 -5.793 3.659  -0.481
C -0.742 -6.128 2.217  0.153
O -0.835 -7.272 1.827  -0.547
H -0.485 -5.282 0.208  0.486
H -0.301 -2.924 0.998  0.490
H -0.801 -4.272 5.124  0.361
H -0.971 -6.613 4.350  0.705
C -3.244 -6.747 8.140  -0.273
C -4.427 -6.643 8.736  -0.441
C -5.673 -6.457 7.948  0.264
O -6.751 -6.358 8.487  -0.538
C -5.543 -6.395 6.468  -0.379
C -4.358 -6.500 5.875  -0.365
C -3.118 -6.684 6.666  0.512
O -2.036 -6.778 6.120  -0.546
H -2.323 -6.882 8.693  0.396
H -4.544 -6.687 9.812  0.421
H -6.463 -6.260 5.914  0.417
H -4.241 -6.457 4.799  0.483
C -2.942 -12.079 -0.123  -0.382
C -3.360 -12.664 0.996  -0.388
C -3.343 -11.942 2.295  0.345
O -3.724 -12.474 3.315  -0.540
C -2.843 -10.544 2.293  -0.438
C -2.425 -9.957 1.175  -0.235
C -2.442 -10.680 -0.122  0.326
O -2.066 -10.148 -1.144  -0.545
H -2.945 -12.586 -1.080  0.411
H -3.728 -13.681 1.020  0.406
H -2.839 -10.038 3.251  0.534
H -2.057 -8.941 1.160  0.545
C 1.755 -4.037 9.020  -0.418
C 0.559 -4.378 8.550  -0.256
C -0.272 -3.412 7.791  0.510
O -1.364 -3.721 7.358  -0.552
C 0.279 -2.053 7.569  -0.281
C 1.476 -1.711 8.038  -0.408
C 2.310 -2.675 8.800  0.295
O 3.400 -2.364 9.223  -0.537
H 2.380 -4.723 9.576  0.419
H 0.137 -5.364 8.694  0.384
H -0.345 -1.370 7.007  0.425
H 1.899 -0.726 7.890  0.412

Output
Energy in eV: -245335.919
Multiplicity: 1
F_max in eV/Å: 1.39
Total charge: +1


Entry 2:
Density functional theory data (wB97M-V/def2-TZVPD) for a 2-piece molecular cluster, C56H64F3N6O3 overall in a non-equilibrium geometry.

Last column: Mulliken charge in e.
Geometry (Å):
C -3.833 -1.586 -4.926  -1.460
C -3.860 -2.495 -3.704  1.284
C -4.460 -3.866 -4.008  -1.469
C -4.577 -1.832 -2.528  0.622
C -5.948 -1.592 -2.606  -0.341
C -6.646 -1.108 -1.505  -1.442
C -5.969 -0.834 -0.321  -0.551
C -4.595 -1.033 -0.213  0.790
C -3.874 -0.808 1.117  1.854
C -4.721 -1.213 2.328  -1.960
C -3.378 0.622 1.269  -1.232
C -3.897 -1.486 -1.350  -1.446
N -2.476 -1.741 -1.269  2.046
N -2.062 -3.025 -1.183  -0.996
N -0.713 -2.950 -1.026  1.880
C -0.009 -4.135 -0.592  -1.649
C 0.184 -5.161 -1.529  0.807
C -0.395 -5.075 -2.944  1.780
C -1.299 -6.273 -3.228  -1.531
C 0.698 -4.906 -3.996  -1.332
C 0.931 -6.280 -1.154  -0.237
C 1.410 -6.407 0.147  -1.583
C 1.148 -5.414 1.087  -0.459
C 0.385 -4.294 0.752  0.464
C -0.033 -3.308 1.846  1.782
C 1.080 -2.324 2.195  -1.251
C -0.529 -4.029 3.104  -1.846
C -0.272 -1.641 -1.169  -0.949
C 1.113 -1.266 -1.171  0.445
C 1.483 0.081 -0.916  -0.244
C 2.793 0.501 -1.093  -1.061
C 3.786 -0.451 -1.279  -0.395
C 5.207 0.018 -1.205  0.586
F 6.105 -0.979 -1.404  -0.283
F 5.476 1.005 -2.119  -0.293
F 5.497 0.560 0.034  -0.136
C 3.480 -1.791 -1.506  -1.619
C 2.155 -2.195 -1.453  0.274
C -1.393 -0.837 -1.351  0.913
C -1.522 0.513 -1.637  -2.156
H -3.329 -0.645 -4.681  0.326
H -3.286 -2.066 -5.745  0.425
H -4.850 -1.352 -5.266  0.320
H -2.830 -2.659 -3.374  -0.525
H -4.418 -4.495 -3.112  0.333
H -5.510 -3.776 -4.313  0.332
H -3.897 -4.369 -4.804  0.406
H -6.476 -1.800 -3.538  0.404
H -7.724 -0.947 -1.565  0.379
H -6.524 -0.467 0.541  0.293
H -2.996 -1.469 1.096  -0.419
H -5.123 -2.223 2.204  0.423
H -4.107 -1.208 3.236  0.429
H -5.559 -0.522 2.482  0.397
H -2.743 0.903 0.423  0.171
H -4.224 1.321 1.317  0.297
H -2.789 0.720 2.189  0.389
H -1.027 -4.181 -2.959  -0.910
H -2.081 -6.335 -2.462  0.352
H -1.785 -6.165 -4.204  0.387
H -0.729 -7.210 -3.209  0.360
H 1.300 -4.014 -3.784  0.266
H 1.373 -5.772 -4.010  0.320
H 0.253 -4.786 -4.990  0.429
H 1.128 -7.053 -1.901  0.411
H 1.975 -7.294 0.435  0.372
H 1.524 -5.515 2.108  0.396
H -0.876 -2.737 1.432  -0.534
H 1.453 -1.815 1.299  0.049
H 0.705 -1.560 2.889  0.442
H 1.929 -2.839 2.665  0.379
H -1.276 -4.787 2.848  0.409
H 0.295 -4.525 3.631  0.353
H -0.995 -3.313 3.790  0.447
H 0.711 0.771 -0.579  0.945
H 3.051 1.557 -1.106  1.185
H 4.267 -2.507 -1.723  0.590
H 1.908 -3.244 -1.615  0.477
H -0.654 1.009 -2.046  0.611
H -2.527 0.910 -1.700  0.436
C 1.753 5.645 5.041  -0.941
N 2.151 4.818 3.925  0.285
C 3.186 3.929 4.031  0.311
O 3.851 3.730 5.046  -0.683
C 3.340 3.247 2.669  0.382
C 3.333 1.717 2.723  0.070
C 4.377 1.150 3.661  0.187
C 3.987 0.468 4.818  -0.154
C 4.949 -0.001 5.712  -0.813
C 6.309 0.184 5.434  -0.386
C 6.701 0.851 4.268  -0.963
C 5.734 1.332 3.381  -0.033
N 2.207 3.796 1.920  0.559
C 1.914 3.350 0.681  -0.088
C 0.860 3.809 -0.107  0.223
C 0.489 3.298 -1.353  -0.610
C -0.373 4.009 -2.271  0.343
C -1.257 5.020 -1.826  -0.245
C -1.887 5.864 -2.756  -0.331
N -2.682 6.947 -2.269  0.972
O -3.283 7.669 -3.096  -0.570
O -2.743 7.136 -1.031  -0.575
C -1.708 5.692 -4.141  -0.368
C -0.926 4.628 -4.592  -0.851
C -0.303 3.772 -3.681  -0.450
C 1.456 4.837 2.645  -0.011
C -0.019 4.455 2.831  -1.524
C 1.574 6.231 2.009  -1.559
H 2.421 5.440 5.881  0.382
H 1.811 6.706 4.770  0.294
H 0.720 5.425 5.338  0.312
H 4.300 3.578 2.221  0.296
H 2.325 1.390 3.024  0.567
H 3.510 1.338 1.704  -0.545
H 2.919 0.343 5.017  0.369
H 4.629 -0.511 6.622  0.393
H 7.061 -0.187 6.131  0.396
H 7.757 1.000 4.040  0.392
H 6.023 1.856 2.468  0.334
H 2.628 2.625 0.284  0.548
H 0.313 4.685 0.247  -0.178
H 1.026 2.435 -1.752  0.555
H -1.448 5.160 -0.762  0.685
H -2.178 6.398 -4.822  0.508
H -0.792 4.480 -5.664  0.412
H 0.306 2.933 -4.033  0.456
H -0.083 3.482 3.336  0.375
H -0.521 5.227 3.427  0.515
H -0.535 4.372 1.874  0.442
H 2.609 6.586 2.092  0.389
H 1.294 6.211 0.954  0.300
H 0.913 6.934 2.533  0.472

Output
Energy in eV: -82336.670
Multiplicity: 1
F_max in eV/Å: 3.72
Total charge: +1


no.,orbital gap (eV)
1,8.030
2,3.862